[1]
Below is C24H28BiCl3F5O9P3SiTe as an isolated structure, with properties calculated with ωB97M-V/def2-TZVPD.

```
75
Properties=species:S:1:pos:R:3:forces:R:3
Bi 1.532760 1.510414 -1.148567 -0.26 0.20 0.08
C -2.856853 -0.696099 1.915834 -0.08 -0.17 -0.11
C -2.187038 -2.041322 1.954995 0.12 0.01 -0.01
C -2.713314 -3.029262 2.784039 -0.14 -0.04 -0.02
C -2.143079 -4.291017 2.863775 0.03 0.03 -0.02
C -1.015337 -4.592069 2.116528 0.04 -0.02 0.03
C -0.455033 -3.613999 1.309796 -0.01 0.01 -0.01
C -1.030348 -2.345590 1.217499 -0.18 0.05 -0.06
P -0.097433 -1.254466 0.094175 0.33 -0.74 0.43
C -0.430177 0.576766 0.674209 -0.25 0.77 0.12
C 0.387422 0.329572 1.651111 0.05 -0.13 -0.49
C -0.526983 2.778356 4.242701 0.41 0.01 -0.10
C 0.038196 3.675416 1.176314 -0.21 -0.40 -0.11
C -0.654469 3.032451 0.190894 0.11 0.14 0.38
C -0.963113 1.686579 -0.124020 0.16 -0.17 -0.17
C -2.151180 1.532441 -1.061274 -0.06 0.10 0.01
C -1.077009 -1.315742 -1.443637 0.08 0.26 -0.12
C -2.303172 -1.970370 -1.517394 0.03 -0.08 0.07
C -2.998245 -2.048073 -2.713732 0.03 0.00 -0.03
C -2.460036 -1.465551 -3.851356 -0.02 0.00 0.00
C -1.225809 -0.838110 -3.787068 -0.03 0.06 0.01
C -0.504369 -0.754918 -2.595507 -0.06 0.12 -0.09
C 0.836972 -0.087445 -2.625358 0.03 -0.13 0.11
H -3.856289 -0.755151 2.342725 0.06 0.02 -0.01
H -2.929190 -0.311255 0.897193 0.02 -0.01 -0.01
H -2.301758 0.031937 2.506445 -0.05 0.01 -0.03
H -3.577000 -2.789345 3.393009 0.08 -0.02 -0.03
H -2.574249 -5.031799 3.525981 -0.01 0.01 0.00
H -0.556217 -5.570861 2.181424 0.00 -0.01 -0.02
H 0.445248 -3.822123 0.740027 0.01 -0.01 0.01
H -1.002029 1.816276 4.038029 -0.32 0.11 -0.10
H -1.215815 3.614293 4.089809 -0.07 -0.06 0.08
H 0.214697 4.734277 1.237121 -0.05 0.02 -0.10
H -1.019261 3.738812 -0.553406 0.01 -0.04 -0.06
H -2.968163 2.182199 -0.737002 -0.01 -0.01 0.00
H -2.543721 0.523546 -1.077659 0.00 -0.01 -0.01
H -1.903413 1.805215 -2.091214 0.02 0.01 0.00
H -2.719199 -2.419097 -0.624065 -0.01 0.02 0.01
H -3.954612 -2.554227 -2.752487 0.00 0.00 0.01
H -2.994016 -1.508533 -4.793050 0.00 0.00 0.00
H -0.796886 -0.406026 -4.684703 0.00 0.00 0.00
H 0.953275 0.435875 -3.575640 0.09 -0.03 0.01
H 1.636212 -0.833783 -2.578725 -0.03 -0.03 0.07
O 3.481547 0.219738 -4.550586 0.00 -0.02 -0.04
P 3.697472 1.666944 -3.861741 0.01 -0.01 0.13
O 4.976528 2.246932 -4.285346 0.00 0.00 -0.04
O 3.405283 1.465506 -2.377383 0.11 -0.03 -0.22
O 2.408757 2.440506 -4.462989 0.00 0.06 -0.02
P 1.484712 3.621257 -3.851788 0.00 -0.04 0.00
O 0.278884 3.609660 -4.914220 0.00 -0.01 -0.02
O 2.138452 4.926152 -3.818362 0.00 0.01 0.00
O 0.876159 3.043243 -2.559137 0.03 -0.01 -0.02
H 4.130893 0.134349 -5.257230 0.00 0.00 0.01
H -0.271978 2.828317 -4.793308 -0.01 0.01 0.01
Cl 3.149855 2.900040 4.721553 0.01 -0.06 0.16
Si 2.958270 3.005575 2.720039 -0.10 -0.15 -0.30
Cl 0.496398 2.882404 2.675057 0.29 0.02 0.22
Cl 3.133262 4.966622 2.194922 -0.04 0.15 0.02
C 3.734408 -1.599929 0.319011 0.00 0.04 -0.02
C 3.556675 -2.302307 -0.997267 -0.02 -0.02 -0.04
C 4.579078 -1.984561 -2.067253 -0.03 0.05 -0.01
O 2.661293 -3.090645 -1.209397 0.07 -0.05 0.03
H 4.757251 -1.747801 0.675216 -0.01 -0.02 0.03
H 3.011443 -1.931790 1.058754 -0.02 -0.01 -0.02
H 3.634625 -0.519917 0.174089 -0.01 0.03 0.07
H 5.026020 -1.001388 -1.924307 -0.01 0.01 -0.01
H 4.111755 -2.036267 -3.048429 0.00 -0.01 0.00
H 5.369160 -2.738764 -2.014668 0.01 0.01 0.01
F -3.533020 -1.927627 5.457135 -0.09 -0.06 0.02
Te -3.103519 -0.085229 6.012651 0.02 0.20 0.21
F -4.907040 -0.118715 6.539425 0.02 -0.03 -0.02
F -3.892234 0.569734 4.326189 -0.10 0.05 0.17
F -2.829717 -0.757578 7.841618 -0.03 0.01 -0.04
F -3.219634 1.736328 6.736060 0.01 -0.06 -0.04
O 3.358968 1.921040 1.733904 -0.01 0.05 0.02
```
Positions in Å, forces in eV/Å.

Calculated values
- energy relative to the best compared isomer or geometry (same formula, charge and spin) (kcal per mole) = 279.0
- orbital gap (eV) = 6.91
- E_LUMO (hartree) = 0.14066
- total charge = -2


[2]
Below is C28H49LaN2OP3S as an isolated structure at a distorted geometry, with properties calculated with ωB97M-V/def2-TZVPD.

```
85
Properties=species:S:1:pos:R:3:forces:R:3
La 0.799573 -0.859561 -0.206562 -1.58 -1.64 -1.03
P -0.502900 1.755668 0.826451 -0.53 0.62 -0.52
P -3.055747 -1.964064 -1.481031 -0.88 0.31 -1.07
P 2.835942 0.928092 -0.367682 2.07 1.64 -0.31
H 1.836116 -2.450310 -4.868320 1.15 0.09 0.51
C 2.598882 -2.201046 -4.088847 1.28 -0.51 -0.63
C 2.737908 -3.027831 -3.032571 1.96 -0.75 -1.41
H 2.531111 -4.088868 -3.302337 -0.95 0.79 1.24
C -0.928592 3.042019 -0.407827 0.16 -0.11 -0.04
C -2.126598 1.688977 1.693954 0.00 -0.22 0.49
C 0.537142 2.768181 1.958937 -0.06 -0.16 0.32
C -4.542178 -2.812570 -2.044099 -1.10 -0.09 -0.18
C -3.134343 -1.745761 0.295359 0.32 -0.38 0.96
C -2.844377 -0.216391 -2.063682 -0.03 -0.09 -0.19
C 3.918804 -0.110410 -1.493810 -0.26 0.31 0.22
C 3.953939 1.296820 1.025025 0.10 -0.10 0.22
C 2.691528 2.567571 -1.198555 0.05 -0.12 -0.45
H 3.370913 -1.453771 -4.365611 -1.08 0.24 0.59
H 3.422978 -2.871877 -2.146875 -0.51 -0.07 -1.27
H -1.416051 3.875989 0.113456 0.16 -0.10 -0.21
H -1.608528 2.655266 -1.177530 0.20 0.11 0.14
H 0.001877 3.383290 -0.872152 -0.31 0.10 -0.08
H -2.326678 2.703661 2.081425 -0.05 -0.44 -0.11
H -2.088518 0.978261 2.538558 -0.13 0.33 -0.33
H -2.962884 1.400295 1.028708 0.55 0.15 0.21
H -0.155165 3.498063 2.401828 0.39 0.00 -0.01
H 1.352622 3.300133 1.445242 -0.44 -0.22 0.04
H 0.983299 2.162846 2.759831 -0.08 0.30 -0.30
H -5.301070 -2.929054 -1.226666 0.64 0.10 -0.78
H -4.230669 -3.815858 -2.429278 -0.36 0.83 0.40
H -5.005619 -2.245891 -2.883616 0.23 -0.43 0.55
H -3.939519 -1.029748 0.549187 0.38 -0.24 -0.40
H -2.177884 -1.336789 0.681437 -0.47 -0.18 -0.06
H -3.368976 -2.676003 0.833793 0.23 0.18 -0.24
H -3.685553 0.092554 -2.723212 0.60 -0.38 0.27
H -1.879701 -0.121044 -2.614612 -0.82 -0.01 0.32
H -2.864445 0.474650 -1.194185 0.04 -0.57 -0.37
H 4.668169 0.583033 -1.879806 0.14 -0.18 -0.06
H 3.409430 -0.583605 -2.347507 -0.08 0.33 0.25
H 4.425059 -0.906714 -0.929751 -0.10 0.29 0.00
H 4.856760 1.775369 0.646771 0.06 -0.01 -0.07
H 4.248033 0.394221 1.565861 -0.04 0.00 -0.12
H 3.498890 1.975653 1.748050 -0.13 -0.02 -0.14
H 3.693307 2.770785 -1.612383 -0.42 0.19 0.06
H 2.402936 3.394360 -0.517869 0.21 -0.67 -0.27
H 1.958424 2.514610 -2.027517 0.45 0.09 0.35
C -0.366023 -1.276775 -3.816565 0.60 -0.42 -0.18
C 0.152895 0.030215 -3.986158 -0.94 -0.82 0.31
C -0.409685 0.809983 -5.000511 0.43 -0.41 -0.04
C -1.272802 0.209272 -5.922923 -0.44 0.11 -0.37
C -1.866006 -1.047016 -5.711636 1.19 -0.23 -0.36
C -1.320882 -1.831489 -4.690737 -0.37 0.44 0.44
S 0.173628 -2.397224 -2.549946 -1.14 0.77 1.63
H -2.111502 -2.877160 -2.032317 0.21 0.89 0.77
H 0.983098 0.344361 -3.335815 -0.42 0.20 -0.28
H -0.146705 1.858357 -5.108940 0.30 -0.25 -0.29
H -1.387313 0.671977 -6.907139 -0.58 0.31 0.60
H -2.586523 -1.449641 -6.443029 0.52 0.20 0.48
H -1.571960 -2.885386 -4.514211 -0.20 0.50 -0.29
C 0.442174 -2.685899 6.482470 -0.14 -0.79 1.05
N 0.299906 -1.812759 5.341900 -0.13 0.24 0.32
N 0.534974 -2.221191 4.061589 -0.31 0.44 -0.47
C 0.407259 -1.148808 3.237723 -0.27 0.55 1.01
O 0.522773 -1.237685 1.945047 -0.03 -0.29 0.77
C 0.105128 -0.040840 4.064005 0.11 -0.39 -1.14
C 0.044321 -0.495005 5.359920 0.06 -0.22 -0.07
C -0.256288 0.269272 6.590214 -0.29 0.33 0.82
C 0.623645 -3.594492 3.716680 0.42 -0.90 -0.18
C -0.229514 -4.508078 4.326220 0.06 -0.39 -0.04
C -0.017530 -5.876946 4.176585 0.02 -0.10 -0.41
C 0.979986 -6.354346 3.321864 0.13 0.19 0.14
C 1.822519 -5.424607 2.706393 -0.08 0.36 -0.35
C 1.644029 -4.039801 2.872700 0.18 -0.39 0.26
H -0.381319 -3.397707 6.586894 0.03 0.35 -0.14
H 0.406227 -2.073191 7.393590 0.50 -0.28 -0.49
H 1.346482 -3.302161 6.417196 0.00 0.51 0.07
H -0.087240 0.959931 3.734400 -0.01 -0.01 0.10
H -1.146490 0.903817 6.464565 0.26 -0.27 -0.17
H -0.469709 -0.401895 7.428997 0.03 0.34 -0.17
H 0.555430 0.948878 6.896768 -0.11 -0.38 -0.25
H -1.045861 -4.174442 4.949273 -0.01 0.01 -0.08
H -0.634431 -6.574711 4.732744 -0.07 0.09 -0.18
H 1.114763 -7.435360 3.142234 -0.02 0.76 0.28
H 2.651374 -5.773776 2.094096 -0.22 0.06 0.03
H 2.329524 -3.319876 2.406180 -0.23 -0.41 0.33
```
Positions in Å, forces in eV/Å.

Calculated values
- energy relative to the best compared isomer or geometry (same formula, charge and spin) (kcal per mole) = 35.5
- orbital gap (eV) = 5.60
- E_LUMO (hartree) = -0.31794
- total charge = +3


[3]
Below is one molecule with the formula C26H30N4O2, with properties calculated with ωB97M-V/def2-TZVPD.

```
62
Properties=species:S:1:pos:R:3:forces:R:3
C 1.343959 5.770426 4.821797 0.01 -0.06 0.03
C 0.237548 4.884433 4.344285 -0.25 -0.01 -0.12
C -0.919168 5.421560 3.796883 0.06 -0.18 0.03
C -1.929502 4.584034 3.351510 0.05 -0.06 0.02
C -1.733632 3.220389 3.468370 -0.35 0.24 -0.15
N -0.640120 2.693031 3.991175 0.01 -0.27 0.12
C 0.327852 3.486979 4.428906 0.11 0.34 0.03
C 1.551020 2.832016 5.010804 -0.04 -0.30 0.06
H 2.373279 2.928108 4.294832 0.09 0.03 0.06
H 1.845370 3.359468 5.920409 0.08 0.04 -0.01
C 1.355321 1.349052 5.342649 0.17 0.16 0.13
N 1.076109 0.560129 4.171232 -0.22 0.01 -0.09
C 2.009176 -0.219818 3.581324 -0.17 0.01 0.15
O 3.122707 -0.386126 4.052280 0.29 -0.02 -0.03
C 1.574625 -0.888978 2.322134 0.17 -0.18 -0.24
C 0.240776 -1.104643 1.979419 0.19 0.02 -0.03
C -0.080211 -1.751316 0.807038 -0.01 -0.09 -0.25
C 0.916523 -2.200738 -0.065188 -0.12 0.16 0.30
C 2.250067 -1.992037 0.276782 -0.04 -0.19 -0.31
C 2.562444 -1.352217 1.460742 -0.13 0.15 0.26
H 3.594460 -1.200043 1.739652 0.07 0.01 0.04
H 3.051343 -2.328936 -0.362008 0.04 -0.02 -0.08
O 0.466828 -2.834550 -1.175847 -0.19 0.03 0.11
C 1.378596 -3.289463 -2.164087 0.56 -0.29 -0.41
C 0.624307 -4.289599 -3.041129 -0.20 0.27 0.26
C -0.475856 -3.585854 -3.831162 0.15 -0.24 0.06
N 0.109353 -2.545295 -4.655000 -0.02 -0.06 -0.09
C 0.724897 -1.527994 -3.823536 0.33 0.06 0.13
C 1.884055 -2.139439 -3.041480 -0.33 0.06 0.24
H 2.625944 -2.534350 -3.736200 0.07 0.00 -0.01
H 2.349907 -1.367715 -2.426993 0.07 -0.01 0.00
H 0.006121 -1.085374 -3.114414 0.08 0.04 -0.10
H 1.094258 -0.730435 -4.470612 -0.06 0.04 0.06
C -0.807495 -2.001812 -5.645941 0.02 -0.04 -0.03
C -2.009086 -1.313081 -5.046046 -0.16 -0.29 -0.08
N -1.844618 -0.044454 -4.690553 0.42 0.15 -0.19
C -2.841835 0.585933 -4.097601 -0.29 0.16 0.18
C -4.064379 -0.005916 -3.821641 0.01 -0.09 -0.03
C -4.244047 -1.329055 -4.193855 0.03 0.05 0.01
C -3.201380 -1.995135 -4.814242 0.01 0.14 -0.01
H -3.307702 -3.024992 -5.120801 0.02 -0.09 -0.03
H -5.181193 -1.832935 -4.003198 -0.05 -0.02 0.01
H -4.850304 0.550158 -3.334501 -0.05 0.06 0.03
H -2.645693 1.617248 -3.832202 -0.09 0.08 0.05
H -1.129576 -2.826788 -6.287503 0.00 0.05 -0.02
H -0.248020 -1.279994 -6.245496 -0.12 -0.03 -0.03
H -1.220153 -3.185628 -3.122421 -0.03 -0.05 -0.10
H -0.970937 -4.309213 -4.484322 -0.06 0.02 0.04
H 0.185033 -5.066015 -2.413771 0.05 -0.05 0.03
H 1.331892 -4.747627 -3.732350 0.02 -0.03 -0.01
H 2.222538 -3.801983 -1.679402 -0.15 0.08 -0.02
H -1.109145 -1.933080 0.536789 -0.11 -0.03 -0.03
H -0.555596 -0.793446 2.639058 -0.08 0.02 0.06
H 0.236820 0.844558 3.685053 0.17 -0.13 -0.02
H 0.524045 1.239958 6.045889 0.11 0.01 0.01
H 2.268661 0.950145 5.790543 -0.18 0.07 0.01
H -2.477829 2.510074 3.131722 -0.12 0.04 -0.05
H -2.836521 4.980848 2.923393 -0.08 0.00 -0.04
H -1.027590 6.494632 3.718099 0.01 0.09 0.00
H 1.120614 6.811824 4.602854 0.03 0.05 0.00
H 2.283594 5.504606 4.339851 0.11 0.05 0.02
H 1.481546 5.666463 5.898026 0.09 0.05 0.06
```
Positions in Å, forces in eV/Å.

Calculated values
- energy relative to the best compared isomer or geometry (same formula, charge and spin) (kcal per mole) = 19.5
- orbital gap (eV) = 9.00
- structure (SMILES) = Cc1cccnc1CCNC(=O)c1ccc(OC2CCN(Cc3ccccn3)CC2)cc1
- E_LUMO (hartree) = 0.02473


Look up the E_LUMO of the first one.
0.14066 hartree